[1]
# C11H16NO3

A gas-phase ion, C11H16NO3 (charge +1) at a distorted geometry (ωB97M-V/def2-TZVPD, the Open Molecules 2025 dataset).

Cartesian coordinates (Å):
C (0.66, -1.81, 1.72)
C (0.31, -0.69, 0.78)
N (0.01, -1.25, -0.70)
C (0.95, -1.32, -1.61)
C (0.62, -1.52, -2.98)
C (-0.78, -1.65, -3.23)
C (-1.76, -1.59, -2.19)
C (-1.27, -1.36, -0.98)
C (1.43, 0.38, 0.76)
C (0.66, 1.68, 0.28)
O (0.63, 1.59, -1.12)
C (-0.81, 1.36, 0.83)
C (-1.04, 2.27, 2.08)
O (0.07, 2.15, 2.99)
O (-0.95, -0.01, 1.10)
H (1.67, -1.92, 1.58)
H (0.21, -2.69, 1.32)
H (0.41, -1.50, 2.73)
H (2.03, -1.14, -1.36)
H (1.47, -1.55, -3.69)
H (-1.03, -1.98, -4.23)
H (-2.78, -1.71, -2.53)
H (-2.01, -1.33, -0.18)
H (2.17, 0.08, 0.04)
H (1.93, 0.46, 1.71)
H (1.12, 2.56, 0.84)
H (0.40, 2.45, -1.61)
H (-1.45, 1.65, -0.02)
H (-1.91, 2.06, 2.62)
H (-1.18, 3.28, 1.62)
H (0.20, 3.04, 3.44)

The molecular weight comes out at 210.3 g mol⁻¹. The charge is +1. The SMILES is C[C@]1([n+]2ccccc2)C[C@@H](O)[C@H](CO)O1. Its energy above the lowest of the compared OMol25 structures with the same formula, charge and spin is 1.631 eV. The maximum force comes out at 4.69 eV/Å. The frontier orbital gap is 0.3487 hartree. The HOMO energy is -13.253 eV.



[2]
# C7H10O2

2 unconnected molecules or ions with the total composition C7H10O2 at a distorted geometry (ωB97M-V/def2-TZVPD, the Open Molecules 2025 dataset).

Cartesian coordinates (Å):
C (-2.44, -0.06, -1.16)
C (2.89, -0.36, 0.10)
C (-1.82, -0.08, -0.05)
C (1.47, -0.06, -0.28)
C (0.52, -0.93, -0.25)
C (-1.78, 0.16, 1.39)
C (1.08, 1.41, -0.22)
O (3.57, 0.53, 0.64)
O (0.37, -2.28, -0.34)
H (-3.58, -0.18, -1.26)
H (-1.95, 0.06, -2.13)
H (3.27, -1.49, 0.06)
H (-2.82, 0.28, 1.79)
H (-1.31, 1.10, 1.47)
H (-1.22, -0.65, 1.82)
H (1.70, 1.85, 0.53)
H (1.21, 2.06, -1.01)
H (0.05, 1.42, -0.02)
H (0.78, -2.78, -1.08)

The molecular weight comes out at 126.2 g mol⁻¹. Its energy above the lowest of the compared OMol25 structures with the same formula, charge and spin is 6.227 eV. The maximum force comes out at 4.62 eV/Å. The frontier orbital gap (alpha / beta) is 0.2982 / 0.2834 hartree. The HOMO energy (alpha / beta) is -7.946 / -7.791 eV.



[3]
# C36H40BN12O2Ti

A molecular structure, C36H40BN12O2Ti (ωB97M-V/def2-TZVPD, the Open Molecules 2025 dataset).

Cartesian coordinates (Å):
Ti (-0.16, 0.17, -0.18)
C (-2.34, -5.83, 3.28)
C (-1.94, -4.49, 2.82)
C (-2.54, -3.32, 3.39)
C (-2.17, -2.07, 3.00)
C (-2.79, -0.91, 3.67)
N (-2.15, 0.10, 4.13)
C (-0.69, 0.30, 4.12)
C (-0.20, 1.09, 5.32)
C (1.25, 1.56, 5.12)
N (2.09, 0.41, 4.72)
C (2.64, 0.21, 3.57)
C (2.83, 1.21, 2.52)
C (3.71, 2.28, 2.74)
C (4.12, 3.12, 1.70)
C (5.10, 4.23, 1.95)
C (3.66, 2.83, 0.43)
C (2.73, 1.80, 0.19)
C (2.40, 1.38, -1.15)
N (1.44, 0.58, -1.46)
C (1.50, -0.06, -2.79)
C (2.01, -1.48, -2.60)
C (0.96, -2.38, -2.01)
N (0.39, -1.99, -0.67)
C (0.18, -2.99, 0.09)
C (-0.67, -3.07, 1.29)
C (-1.00, -4.31, 1.77)
C (-1.25, -1.89, 1.90)
O (-1.00, -0.74, 1.48)
C (2.28, 1.01, 1.25)
O (1.31, 0.11, 1.09)
H (-2.52, -5.85, 4.36)
H (-1.60, -6.60, 3.02)
H (-3.29, -6.11, 2.80)
H (-3.28, -3.47, 4.17)
H (-3.87, -0.92, 3.83)
H (-2.71, 0.83, 4.57)
H (-0.44, 0.80, 3.18)
H (-0.26, -0.70, 4.10)
H (-0.29, 0.50, 6.24)
H (-0.79, 1.99, 5.47)
H (1.66, 1.98, 6.04)
H (1.33, 2.29, 4.33)
H (2.17, -0.35, 5.40)
H (3.05, -0.79, 3.43)
H (4.12, 2.43, 3.73)
H (5.11, 4.52, 3.00)
H (4.85, 5.12, 1.37)
H (6.11, 3.92, 1.68)
H (4.01, 3.42, -0.41)
H (3.08, 1.70, -1.95)
H (2.16, 0.52, -3.44)
H (0.51, -0.06, -3.24)
H (2.92, -1.47, -2.00)
H (2.27, -1.89, -3.57)
H (1.33, -3.40, -1.93)
H (0.09, -2.41, -2.68)
H (0.55, -3.96, -0.23)
H (-0.56, -5.19, 1.33)
C (-1.60, 3.04, -3.24)
C (-0.58, 2.30, -2.66)
N (-1.01, 1.68, -1.54)
N (-2.32, 2.05, -1.39)
C (-2.68, 2.85, -2.40)
B (-3.05, 1.59, -0.11)
N (-3.09, 0.02, -0.27)
C (-4.16, -0.78, -0.26)
C (-3.82, -2.00, -0.81)
C (-2.49, -1.87, -1.15)
N (-2.04, -0.64, -0.84)
N (-2.10, 2.08, 1.06)
C (-2.36, 3.10, 1.89)
C (-1.17, 3.56, 2.41)
C (-0.19, 2.77, 1.83)
N (-0.77, 1.86, 1.02)
N (-4.41, 2.10, 0.21)
C (-5.22, 3.10, -0.24)
C (-6.27, 3.22, 0.62)
C (-6.03, 2.25, 1.61)
N (-4.92, 1.58, 1.38)
H (-1.56, 3.63, -4.13)
H (0.43, 2.20, -3.01)
H (-3.68, 3.23, -2.48)
H (-5.11, -0.41, 0.09)
H (-4.47, -2.84, -1.01)
H (-1.85, -2.58, -1.65)
H (-3.37, 3.45, 2.02)
H (-1.03, 4.41, 3.06)
H (0.88, 2.83, 1.92)
H (-5.00, 3.68, -1.12)
H (-7.10, 3.90, 0.54)
H (-6.64, 2.00, 2.47)

The molecular weight comes out at 731.5 g mol⁻¹. The charge is +4. Its energy above the lowest of the compared OMol25 structures with the same formula, charge and spin is 0.000 eV. The maximum force comes out at 0.91 eV/Å. The frontier orbital gap (alpha / beta) is 0.2293 / 0.1566 hartree. Its multiplicity is 2. The HOMO energy (alpha / beta) is -17.997 / -17.997 eV.